C23H29Cl2Ge2O2ReS4Sb as an isolated structure, computed with ωB97M-V/def2-TZVPD.

Each line ends with the Mulliken charge.
Positions of all 64 atoms, in Å:
1 Re 1.09 -2.06 -0.80  0.3467
2 Cl 2.46 -6.71 4.47  -0.1068
3 C 1.90 -5.53 3.37  -0.0150
4 C 0.56 -5.14 3.42  -0.3276
5 C 0.06 -4.18 2.54  0.0898
6 Cl -1.57 -3.67 2.62  -0.1175
7 C 0.93 -3.64 1.60  0.3578
8 O 0.47 -2.62 0.76  0.0637
9 C 2.28 -4.02 1.52  0.8898
10 C 3.23 -3.46 0.61  0.1273
11 O 2.94 -2.62 -0.29  -0.3180
12 C 2.76 -4.98 2.44  -1.1722
13 H -0.10 -5.57 4.16  0.4993
14 H 4.28 -3.72 0.69  0.5008
15 H 3.80 -5.28 2.41  0.5105
16 C 2.42 1.33 -3.43  -1.0840
17 C 3.09 0.54 -2.31  -0.4597
18 Ge 2.06 0.38 -0.64  0.1492
19 C 3.20 0.25 0.93  -0.6388
20 C 2.50 -0.07 2.25  -0.9923
21 C 0.80 1.78 -0.29  -0.7681
22 C -0.52 2.00 -0.25  1.3859
23 Ge -1.88 0.76 -0.90  -0.3805
24 C -2.57 -0.51 0.39  0.3819
25 C -3.53 0.12 1.41  -1.3579
26 C -2.88 1.07 -2.53  -0.1526
27 C -3.99 2.13 -2.47  -1.3758
28 C -1.14 3.24 0.30  0.7415
29 C -2.53 3.32 0.36  -0.0930
30 C -3.17 4.43 0.87  -1.4200
31 C -2.42 5.50 1.33  -0.5468
32 C -1.03 5.43 1.29  -0.8703
33 C -0.39 4.32 0.78  -0.6065
34 H 3.13 1.50 -4.23  0.4075
35 H 2.06 2.30 -3.09  0.2980
36 H 1.57 0.79 -3.86  0.2243
37 H 3.96 1.08 -1.92  0.5091
38 H 3.48 -0.42 -2.65  0.4484
39 H 3.66 1.24 0.98  0.5751
40 H 4.02 -0.45 0.73  0.3937
41 H 1.79 0.72 2.52  0.3312
42 H 3.21 -0.16 3.07  0.3660
43 H 1.93 -1.00 2.21  0.1126
44 H 1.41 2.58 0.15  0.0742
45 H -1.71 -0.94 0.92  -0.0922
46 H -3.06 -1.32 -0.15  0.4227
47 H -3.05 0.90 2.00  0.3603
48 H -3.88 -0.64 2.11  0.4235
49 H -4.41 0.54 0.93  0.3329
50 H -3.32 0.09 -2.77  0.4466
51 H -2.16 1.31 -3.31  0.3803
52 H -4.73 1.92 -1.70  0.3471
53 H -4.52 2.13 -3.43  0.4223
54 H -3.59 3.13 -2.31  0.3770
55 H -3.17 2.50 0.01  0.5213
56 H -4.25 4.47 0.91  0.4476
57 H -2.90 6.38 1.73  0.4453
58 H -0.44 6.27 1.65  0.4380
59 H 0.69 4.31 0.76  0.4252
60 S 1.34 -3.82 -2.36  -0.2861
61 Sb 1.42 -3.63 -4.66  0.9144
62 S -1.31 -1.94 -3.52  0.1143
63 S -0.21 -0.79 -2.17  -0.3026
64 S -0.06 -1.86 -5.14  -0.1188

As for the net charge: +3. The calculation puts the total energy at -218474.3736 eV. As for the spin multiplicity: 1. As for the gap between HOMO and LUMO (spin up / spin down): 4.49 / 4.49 eV. The value obtained for the maximum force is 0.862 eV Å⁻¹.